Entry 1:
13
Properties=species:S:1:pos:R:3:forces:R:3:lowdin_charge:R:1 method="wB97M-V/def2-TZVPD" energy_ha=-394.75922 e_lumo_ev=0.708 smiles=Oc1nnn2c1CC2 de_lowest_kj_mol=547.0 homo_energy_ev=-8.48
C -1.61492 -0.02550 -0.22680 2.897 0.813 0.418 -0.445
C 1.61849 0.39955 -0.02028 4.415 1.208 0.107 -0.184
C 1.16548 -1.17308 0.00149 -2.127 3.379 1.642 0.015
C -0.27893 -0.42358 -0.32656 0.649 1.201 -0.718 -0.072
H -3.44061 -0.47351 0.41807 1.889 0.126 -0.910 0.161
H 2.09592 0.78087 0.98876 -1.279 -0.775 -1.853 0.140
H 2.21772 0.95085 -0.86968 0.050 -2.080 1.504 0.141
H 1.58669 -1.83494 -0.77048 -0.283 -0.014 0.956 0.088
H 1.06986 -1.37603 1.18124 0.655 -0.545 -3.047 0.147
N -1.65824 1.32354 -0.13855 -0.898 0.616 2.162 0.035
N -0.48089 1.85723 0.12687 0.257 -2.664 -3.751 0.072
N 0.32661 0.80889 -0.34104 -2.012 0.766 3.027 -0.178
O -2.60718 -0.81428 -0.02304 -4.212 -2.032 0.463 0.080

=====

Entry 2:
17
Properties=species:S:1:pos:R:3:forces:R:3:mulliken_spin:R:1 method="wB97M-V/def2-TZVPD" energy_ha=-458.63338 spin_multiplicity=2 e_lumo_ev="0.591 / -1.527" s_squared=0.75 de_lowest_kj_mol=181.7 homo_energy_ev="-9.53 / -9.52"
C 0.07770 0.24572 1.75467 0.331 -0.318 0.823 -0.001
C -0.60968 0.24543 0.38316 0.539 0.801 -1.954 -0.002
C 0.03923 1.11123 -0.73552 -1.342 0.759 0.230 0.000
C 1.28755 0.32442 -1.09856 -0.368 -0.081 -0.652 0.000
O 0.71506 -0.75831 -1.85901 1.023 0.128 0.318 0.000
O -0.89514 1.19257 -1.81577 1.314 -0.504 -0.109 0.000
O -1.43444 -0.49585 -0.11549 -0.042 -0.326 2.692 0.005
O -1.97843 -2.39165 2.34027 -1.600 0.644 -1.937 1.021
H 0.94211 0.97851 1.95295 -1.414 -0.862 -0.968 0.000
H -0.62014 0.38208 2.60507 0.128 -0.215 -0.646 -0.001
H 0.50042 -0.77651 1.84876 -0.231 0.467 0.183 0.005
H 0.25893 2.16010 -0.49675 0.126 -0.390 0.431 0.000
H 1.92570 0.97654 -1.70672 0.135 -0.394 -0.044 0.000
H 1.82773 -0.03620 -0.19926 -0.199 0.199 -0.515 0.000
H 1.42148 -1.32862 -2.15656 0.176 -0.239 -0.164 0.000
H -0.83898 0.31249 -2.25926 -0.273 0.866 0.464 0.000
H -2.61911 -2.14197 1.55803 1.696 -0.536 1.848 -0.028

=====

Entry 3:
63
Properties=species:S:1:pos:R:3:forces:R:3:lowdin_charge:R:1 method="wB97M-V/def2-TZVPD" energy_ha=-4658.16971 e_lumo_ev=-10.167 charge=+2 de_lowest_kj_mol=0.0 homo_energy_ev=-13.86
C 1.20483 4.83638 -2.94514 -0.029 0.000 0.169 0.015
C 2.12169 3.61421 -2.85959 0.490 0.691 -0.682 -0.420
C 2.45362 3.13153 -4.27935 -0.076 0.244 -0.080 0.013
C 3.36645 3.77693 -1.86752 -0.107 1.099 -0.454 -0.440
C 4.72606 3.80240 -2.51691 0.148 0.086 -0.111 0.014
C 3.28359 4.95268 -0.90663 -0.184 0.181 0.190 0.009
O 3.36237 2.57597 -1.07546 -0.973 -1.998 -0.905 0.094
B 2.30768 1.77934 -1.55512 -0.763 5.031 1.094 -0.682
C -0.03556 2.73469 2.75188 -0.952 -1.511 0.314 -0.263
C 0.76718 1.90944 3.56156 0.017 0.073 -0.403 -0.028
C 0.25222 0.72688 4.08455 -0.254 0.475 0.029 0.008
C -1.08665 0.42866 3.81005 0.113 -0.664 -0.197 -0.126
C -1.82273 -0.54032 4.69429 -0.706 -0.967 0.700 -0.508
F -3.17735 -0.32829 4.62436 1.487 -0.395 0.058 0.123
F -1.58136 -1.84270 4.33341 -0.299 0.874 0.277 0.113
F -1.46363 -0.42854 6.01264 -0.280 -0.024 -1.557 0.133
C -1.77498 1.02635 2.74762 0.198 1.033 0.430 0.021
C -1.26992 2.24746 2.26842 -0.062 -0.391 0.331 -0.029
C 0.35732 4.07166 2.43916 1.160 1.791 0.737 -0.262
C 0.01492 4.76611 1.16948 -0.210 0.210 -0.416 -0.118
C -0.70627 5.17307 2.41756 0.260 -0.231 -0.170 -0.042
O 1.37441 2.51341 -2.29993 1.212 -2.016 0.761 0.148
H 1.73751 5.64957 -3.45939 -0.207 -0.209 0.139 0.115
H 0.30300 4.58401 -3.52163 0.360 0.059 0.089 0.107
H 0.87349 5.20342 -1.96252 0.198 -0.185 -0.300 0.084
H 3.06240 3.81488 -4.88437 -0.130 -0.080 0.323 0.112
H 2.93065 2.14635 -4.27246 0.045 0.187 0.022 0.071
H 1.48294 3.01269 -4.77178 0.241 -0.036 -0.097 0.107
H 4.84334 4.61868 -3.23858 -0.001 -0.202 0.174 0.118
H 5.43846 3.92552 -1.69416 0.134 -0.002 -0.395 0.108
H 4.90459 2.84275 -2.99542 0.224 0.094 -0.270 0.075
H 3.37942 5.91168 -1.43146 -0.095 -0.273 0.043 0.117
H 2.35329 4.95527 -0.33877 0.034 -0.005 -0.082 0.060
H 4.10957 4.89577 -0.19011 -0.103 -0.067 -0.137 0.106
H 1.76412 2.27273 3.82270 -0.246 -0.228 0.080 0.128
H 0.86374 0.09389 4.73346 -0.435 0.345 0.059 0.137
H -2.72969 0.61584 2.40341 0.261 0.390 0.349 0.136
H -1.88262 2.91595 1.64308 0.263 -0.672 0.114 0.129
H 1.31537 4.42383 2.82913 -0.265 -0.393 0.250 0.153
H 0.78133 5.44086 0.81491 -0.188 0.024 -0.186 0.090
H -0.44525 4.12733 0.42280 -0.356 0.454 -0.127 0.101
H -1.73954 4.89999 2.57508 0.036 -0.262 -0.121 0.111
H -0.45368 6.09498 2.92385 0.181 0.049 -0.293 0.117
O -0.51789 -2.91639 0.27628 4.212 0.232 -1.692 0.256
C 0.52928 -2.77366 -0.19887 -5.714 0.277 1.573 -0.027
Co 2.14506 -2.38018 -0.86232 0.465 1.738 -0.449 0.156
C 2.96797 -2.69737 0.67633 3.374 -0.352 3.891 -0.045
O 3.57698 -2.76445 1.65445 -2.243 0.031 -2.962 0.253
C 2.19533 -3.90434 -1.80728 0.839 -4.945 -2.375 -0.014
O 2.25977 -4.85936 -2.44749 -0.381 3.375 2.096 0.271
C 1.57745 -0.55489 -1.18863 -3.620 1.327 -1.389 -0.119
C 1.72056 0.71497 -0.53971 -0.012 -3.150 0.588 -0.143
C 1.26581 1.57482 0.46543 1.412 -2.157 -0.880 0.316
Co 3.44148 -0.38405 -1.34485 -1.456 -1.824 1.309 0.208
C 4.59224 0.11539 -0.10338 3.879 3.144 3.757 -0.006
O 5.29195 0.54806 0.70646 -2.291 -1.748 -2.586 0.254
C 4.18289 0.14143 -2.85622 2.183 0.804 -4.562 -0.022
O 4.66558 0.31777 -3.89279 -1.644 -0.512 3.705 0.253
C 4.11557 -2.04793 -1.58855 3.452 -2.400 -1.963 -0.227
O 5.01792 -2.72955 -1.92174 -3.234 2.013 1.367 0.198
H 0.87267 -0.57533 -2.07597 0.880 0.108 0.679 0.140
H 1.97595 1.80807 1.24717 -0.008 1.538 -0.322 0.127
H 0.22213 1.84441 0.43405 -0.238 -0.074 0.468 0.116

=====

Entry 4:
11
Properties=species:S:1:pos:R:3:forces:R:3:lowdin_charge:R:1 method="wB97M-V/def2-TZVPD" energy_ha=-591.24482 e_lumo_ev=0.510 smiles="C=CS.C=O" de_lowest_kj_mol=231.5 homo_energy_ev=-8.99
C -1.03378 0.89116 0.35503 1.160 1.292 -1.657 -0.664
C 0.07331 0.92842 -0.43231 -0.532 0.673 1.241 -0.107
C 1.52348 -1.34275 0.33726 0.554 -0.418 -0.872 -0.166
O 1.92228 -1.84507 -0.69644 -1.451 0.050 0.566 -0.027
S -2.58768 0.13198 0.23118 -0.853 -0.846 -1.352 0.701
H -1.10913 1.66841 1.12714 0.331 -0.714 0.174 0.054
H 0.90485 1.55054 -0.04996 -0.596 -0.249 -0.388 0.072
H 0.27673 0.44024 -1.38071 -0.425 -0.287 0.280 0.064
H 2.33293 -0.90946 0.91188 -0.045 0.542 1.093 0.075
H 0.45560 -1.23939 0.71972 1.104 -0.612 -0.647 0.081
H -2.75859 -0.27407 -1.12280 0.753 0.568 1.562 -0.083